# 1
Entry from the Open Molecules 2025 dataset: a cluster of 2 separate species, C3H5NO2S in total in a non-equilibrium geometry (ωB97M-V/def2-TZVPD).

Atoms and positions in Å:
C1 -1.28 -0.99 0.10
C2 1.31 0.59 -1.11
C3 -0.98 -0.37 1.18
N1 -1.42 -1.70 -0.81
O1 -0.04 2.07 0.50
O2 1.73 0.58 1.45
S1 0.89 1.00 0.38
H1 1.78 -0.34 -1.45
H2 0.68 1.16 -1.81
H3 -1.48 0.56 1.48
H4 -0.21 -0.74 1.88
H5 -0.97 -1.81 -1.79

Computed properties:
Maximum force ... 7.13 eV/Å
Expectation value of S² ... 2.009
Frontier orbital gap (spin up / spin down) ... 6.18 / 5.89 eV
2S+1 ... 3
Net charge ... 0
Relative energy (zero: lowest compared OMol25 entry of this formula, charge and spin) ... 81.4 kcal/mol


# 2
Entry from the Open Molecules 2025 dataset: a structure of composition C27H25N8O4SSn (ωB97M-V/def2-TZVPD).

Atoms and positions in Å:
Sn1 -0.55 0.85 1.06
O1 0.50 -0.54 5.09
C1 0.41 -0.51 3.87
O2 -0.45 0.17 3.20
C2 1.40 -1.38 3.09
C3 2.53 -1.86 3.79
C4 3.48 -2.55 3.11
C5 3.27 -2.85 1.74
C6 4.24 -3.54 0.97
C7 3.98 -3.83 -0.34
C8 2.72 -3.53 -0.89
C9 1.73 -2.89 -0.17
C10 2.05 -2.45 1.16
N1 1.17 -1.66 1.84
H1 2.61 -1.64 4.85
H2 4.39 -2.90 3.59
H3 5.18 -3.80 1.43
H4 4.73 -4.32 -0.95
H5 2.50 -3.82 -1.91
H6 0.44 -2.63 -1.85
N2 1.59 6.22 -2.23
C11 0.77 5.10 -2.31
C12 1.33 3.83 -2.49
C13 0.52 2.72 -2.61
C14 -0.86 2.86 -2.58
C15 -1.44 4.12 -2.42
C16 -0.62 5.23 -2.29
S1 -1.86 1.40 -2.59
O3 -1.00 0.33 -3.06
O4 -3.08 1.63 -3.31
N3 -2.07 1.09 -1.00
C17 -3.04 1.64 -0.25
N4 -2.96 1.25 1.07
C18 -3.91 1.65 1.91
C19 -4.96 2.44 1.50
C20 -4.91 2.88 0.18
N5 -3.97 2.52 -0.68
H7 2.54 6.03 -1.93
H8 1.19 7.01 -1.77
H9 2.41 3.73 -2.51
H10 0.93 1.73 -2.74
H11 -2.52 4.20 -2.39
H12 -1.06 6.21 -2.17
H13 -3.81 1.30 2.93
H14 -5.74 2.74 2.18
H15 -5.65 3.57 -0.20
C21 -0.25 -5.11 -1.16
C22 -0.65 -3.83 -0.42
C23 -2.03 -3.37 -0.91
C24 -0.72 -4.11 1.08
C25 0.37 -2.70 -0.76
H16 -0.93 -5.93 -0.90
H17 0.76 -5.41 -0.90
H18 -0.30 -4.96 -2.24
H19 -2.75 -4.18 -0.83
H20 -1.98 -3.02 -1.94
H21 -2.38 -2.53 -0.30
H22 -1.53 -4.82 1.28
H23 -0.92 -3.20 1.64
H24 0.21 -4.55 1.45
H25 -0.06 -1.76 -0.41
N6 -0.05 3.06 1.42
C26 0.83 3.82 1.26
N7 1.66 4.77 1.17
C27 2.80 4.91 0.54
N8 3.80 5.15 0.01

Computed properties:
Maximum force ... 0.75 eV/Å
Frontier orbital gap ... 7.88 eV
Net charge ... -1
Relative energy (zero: lowest compared OMol25 entry of this formula, charge and spin) ... 0.0 kcal/mol


# 3
Entry from the Open Molecules 2025 dataset: the ion C4H11N2O with charge +1 in a non-equilibrium geometry (ωB97M-V/def2-TZVPD).

Atoms and positions in Å:
N1 0.59 -1.57 0.28
C1 1.13 -0.31 0.88
C2 1.32 0.67 -0.27
N2 0.08 0.64 -1.08
C3 -1.10 1.02 -0.36
C4 -2.14 -0.01 0.05
O1 -1.88 -1.07 0.56
H1 0.20 -1.25 -0.62
H2 -0.09 -2.06 0.86
H3 1.26 -2.29 0.02
H4 0.44 0.06 1.64
H5 2.10 -0.47 1.35
H6 2.19 0.39 -0.87
H7 1.45 1.69 0.10
H8 0.21 1.11 -1.96
H9 -0.92 1.52 0.61
H10 -1.67 1.70 -1.00
H11 -3.19 0.23 -0.19

Computed properties:
Structure (SMILES) ... [NH3+]CCNCC=O
Maximum force ... 1.82 eV/Å
Frontier orbital gap ... 10.54 eV
Net charge ... +1
Relative energy (zero: lowest compared OMol25 entry of this formula, charge and spin) ... 44.6 kcal/mol


# 4
Entry from the Open Molecules 2025 dataset: the ion C7H11N2O3 with charge +1 in a non-equilibrium geometry (ωB97M-V/def2-TZVPD).

Atoms and positions in Å:
C1 2.07 0.63 0.00
C2 0.26 -0.61 0.80
C3 1.64 -1.28 0.65
C4 -0.93 -1.14 -0.03
C5 -1.39 0.13 -0.82
C6 0.64 0.65 -0.04
C7 -2.49 0.91 -0.12
N1 2.60 -0.28 0.96
N2 2.91 1.30 -0.79
O1 -0.20 0.94 -0.98
O2 -0.48 -2.12 -0.92
O3 -2.16 1.02 1.25
H1 -0.01 -0.40 1.83
H2 1.84 -1.98 -0.15
H3 -1.73 -1.49 0.62
H4 -1.69 -0.13 -1.84
H5 -3.44 0.37 -0.26
H6 -2.58 1.91 -0.58
H7 2.58 0.04 1.93
H8 2.60 1.69 -1.67
H9 3.90 1.24 -0.61
H10 -1.07 -2.88 -0.94
H11 -2.87 1.49 1.71

Computed properties:
Structure (SMILES) ... NC1=C2O[C@H](CO)[C@@H](O)[C@H]2C=[NH+]1
Maximum force ... 4.00 eV/Å
Frontier orbital gap (spin up / spin down) ... 7.60 / 8.17 eV
Net charge ... +1
Relative energy (zero: lowest compared OMol25 entry of this formula, charge and spin) ... 59.1 kcal/mol


# 5
Entry from the Open Molecules 2025 dataset: a structure of composition C32H41AsBF5N7O7PPbS4 (ωB97M-V/def2-TZVPD).

Atoms and positions in Å:
Pb1 1.13 0.08 0.04
C1 2.06 -3.86 3.13
N1 1.29 -4.25 1.94
C2 0.02 -4.75 2.02
C3 -0.37 -5.04 0.76
N2 0.67 -4.73 -0.09
B1 0.57 -4.92 -1.64
N3 -0.14 -3.68 -2.31
C4 -0.28 -3.72 -3.68
C5 -0.78 -2.54 -4.09
N4 -0.95 -1.77 -2.96
C6 -1.45 -0.41 -2.94
C7 -0.56 -2.49 -1.88
S1 -0.77 -1.92 -0.25
C8 1.66 -4.25 0.65
S2 3.29 -3.90 0.04
H1 1.54 -4.26 3.99
H2 2.08 -2.77 3.19
H3 3.06 -4.28 3.07
H4 -0.50 -4.82 2.96
H5 -1.29 -5.43 0.38
H6 -0.12 -5.89 -1.82
H7 1.67 -5.03 -2.09
H8 0.04 -4.58 -4.25
H9 -1.00 -2.16 -5.08
H10 -2.02 -0.24 -3.86
H11 -0.63 0.30 -2.88
H12 -2.09 -0.27 -2.07
F1 -0.61 -1.86 7.26
C9 -0.38 -1.14 6.15
C10 -0.32 -1.75 4.92
F2 -0.49 -3.08 4.83
C11 -0.08 -1.00 3.78
F3 -0.04 -1.67 2.62
C12 0.11 0.37 3.81
S3 0.40 1.35 2.40
C13 0.03 0.96 5.08
F4 0.19 2.28 5.21
C14 -0.21 0.23 6.23
F5 -0.26 0.84 7.41
O1 4.07 -4.96 1.11
As1 4.08 -1.82 1.39
O2 4.58 -0.93 -0.10
O3 2.64 -1.08 1.67
C15 5.31 -1.57 -1.06
C16 6.68 -1.76 -0.91
C17 7.39 -2.41 -1.90
C18 6.75 -2.88 -3.04
C19 5.38 -2.69 -3.18
C20 4.66 -2.04 -2.20
S4 2.91 -1.79 -2.41
O4 2.55 -2.58 -3.56
O5 2.30 -2.31 -1.14
O6 2.67 -0.37 -2.50
H13 4.24 -5.77 0.62
H14 7.17 -1.37 -0.02
H15 8.46 -2.55 -1.79
H16 7.31 -3.39 -3.81
H17 4.85 -3.05 -4.05
O7 -0.63 1.75 -0.86
P1 -1.67 2.75 -0.49
N5 -2.17 3.57 -1.83
C21 -2.53 4.98 -1.92
C22 -2.44 5.26 -3.42
C23 -2.96 3.96 -4.03
C24 -2.38 2.87 -3.11
N6 -3.03 2.05 0.12
C25 -4.35 2.70 0.06
C26 -5.31 1.67 0.69
C27 -4.48 0.38 0.82
C28 -3.07 0.91 1.03
N7 -1.17 3.94 0.53
C29 -1.76 4.25 1.84
C30 -0.66 5.04 2.56
C31 0.15 5.65 1.42
C32 0.16 4.54 0.38
H18 -1.85 5.59 -1.33
H19 -3.55 5.17 -1.56
H20 -1.39 5.41 -3.70
H21 -3.01 6.13 -3.72
H22 -2.67 3.81 -5.06
H23 -4.05 3.94 -3.98
H24 -1.43 2.49 -3.49
H25 -3.07 2.03 -2.99
H26 -4.60 2.93 -0.97
H27 -4.37 3.64 0.62
H28 -6.20 1.53 0.08
H29 -5.64 2.01 1.67
H30 -4.52 -0.20 -0.10
H31 -4.82 -0.25 1.64
H32 -2.30 0.19 0.78
H33 -2.92 1.22 2.08
H34 -2.01 3.34 2.39
H35 -2.67 4.85 1.72
H36 -0.04 4.36 3.13
H37 -1.08 5.79 3.24
H38 1.15 5.95 1.72
H39 -0.37 6.53 1.01
H40 0.94 3.81 0.60
H41 0.31 4.90 -0.64

Computed properties:
Maximum force ... 0.47 eV/Å
Frontier orbital gap ... 7.03 eV
Net charge ... 0
Relative energy (zero: lowest compared OMol25 entry of this formula, charge and spin) ... 31.6 kcal/mol


# 6
Entry from the Open Molecules 2025 dataset: a cluster of 2 separate species, C5H10N in total in a non-equilibrium geometry (ωB97M-V/def2-TZVPD).

Atoms and positions in Å:
C1 -0.99 2.35 0.20
C2 -0.93 1.22 -0.25
C3 -0.73 0.11 -1.08
C4 -1.39 3.55 0.77
C5 1.27 -2.78 0.54
N1 1.26 -1.88 -0.58
H1 -0.80 -0.92 -0.86
H2 0.92 -2.34 -1.45
H3 -0.38 0.28 -2.10
H4 -2.45 3.40 0.98
H5 -0.90 4.38 0.25
H6 -0.89 3.48 1.75
H7 2.01 -3.63 0.54
H8 1.41 -2.25 1.36
H9 0.32 -3.38 0.65
H10 2.29 -1.61 -0.71

Computed properties:
Maximum force ... 5.44 eV/Å
Frontier orbital gap (spin up / spin down) ... 6.56 / 6.56 eV
Net charge ... +1
Relative energy (zero: lowest compared OMol25 entry of this formula, charge and spin) ... 105.2 kcal/mol


# 7
Entry from the Open Molecules 2025 dataset: a cluster of 6 separate species, C20H60N6O8 in total in a non-equilibrium geometry (ωB97M-V/def2-TZVPD).

Atoms and positions in Å:
C1 13.19 -9.61 8.53
C2 12.65 -9.06 7.23
C3 13.50 -8.04 6.53
O1 12.68 -7.29 5.69
C4 13.38 -6.29 4.97
N1 12.40 -10.25 6.27
H1 11.78 -10.92 6.73
H2 11.92 -9.97 5.40
H3 13.27 -10.75 6.10
H4 13.37 -8.77 9.20
H5 14.16 -10.11 8.39
H6 12.50 -10.29 9.02
H7 11.63 -8.70 7.36
H8 14.34 -8.51 5.99
H9 13.98 -7.42 7.30
H10 14.15 -6.74 4.33
H11 13.85 -5.56 5.64
H12 12.66 -5.78 4.35
C5 9.70 -7.31 0.03
C6 9.34 -6.28 1.09
C7 10.44 -5.86 2.04
O2 11.40 -5.06 1.37
C8 11.45 -3.69 1.79
N2 8.74 -5.08 0.38
H13 7.85 -5.31 -0.06
H14 8.54 -4.33 1.06
H15 9.39 -4.70 -0.31
H16 8.79 -7.73 -0.40
H17 10.32 -8.12 0.42
H18 10.23 -6.82 -0.79
H19 8.52 -6.66 1.70
H20 10.95 -6.78 2.33
H21 10.11 -5.45 3.00
H22 11.90 -3.11 0.99
H23 12.02 -3.58 2.71
H24 10.45 -3.29 1.99
C9 6.55 -8.75 7.22
C10 6.75 -7.26 7.41
C11 8.13 -6.85 7.83
O3 8.04 -5.48 8.11
C12 9.21 -4.91 8.71
N3 6.46 -6.50 6.13
H25 5.45 -6.45 5.99
H26 6.85 -5.56 6.26
H27 6.88 -6.95 5.30
H28 5.56 -8.93 6.80
H29 6.56 -9.22 8.20
H30 7.30 -9.17 6.56
H31 6.03 -6.88 8.14
H32 8.85 -7.01 7.02
H33 8.44 -7.47 8.69
H34 9.28 -3.87 8.41
H35 10.11 -5.45 8.42
H36 9.15 -4.95 9.80
C13 10.35 -13.92 3.25
C14 9.85 -12.50 3.07
C15 9.16 -12.22 1.75
O4 7.96 -12.92 1.79
C16 7.20 -12.86 0.58
N4 8.84 -12.21 4.14
H37 7.99 -12.72 3.87
H38 9.21 -12.54 5.03
H39 8.61 -11.21 4.21
H40 10.61 -14.14 4.28
H41 11.21 -14.11 2.61
H42 9.60 -14.61 2.86
H43 10.64 -11.75 3.19
H44 9.79 -12.48 0.89
H45 8.98 -11.13 1.67
H46 6.28 -13.42 0.73
H47 7.73 -13.35 -0.24
H48 6.93 -11.83 0.34
C17 12.61 -7.68 -2.49
C18 13.35 -7.63 -1.16
C19 13.83 -8.98 -0.69
O5 14.51 -8.88 0.53
C20 13.65 -8.93 1.67
N5 14.53 -6.70 -1.29
H49 14.26 -5.80 -1.69
H50 14.93 -6.57 -0.36
H51 15.28 -7.12 -1.85
H52 11.76 -8.35 -2.52
H53 13.29 -7.99 -3.29
H54 12.21 -6.71 -2.79
H55 12.69 -7.16 -0.42
H56 14.55 -9.37 -1.42
H57 13.01 -9.70 -0.67
H58 14.28 -8.71 2.53
H59 13.27 -9.95 1.80
H60 12.80 -8.25 1.62
N6 9.44 -8.64 4.30
O6 9.64 -9.19 5.41
O7 10.07 -9.00 3.28
O8 8.56 -7.76 4.22

Computed properties:
Maximum force ... 1.42 eV/Å
Frontier orbital gap ... 9.54 eV
Net charge ... +4
Relative energy (zero: lowest compared OMol25 entry of this formula, charge and spin) ... 0.0 kcal/mol


# 8
Entry from the Open Molecules 2025 dataset: a structure of composition C54H42NO3P3SiTi in a non-equilibrium geometry (ωB97M-V/def2-TZVPD).

Atoms and positions in Å:
Ti1 -0.16 0.91 0.28
C1 3.04 -1.02 4.97
C2 1.73 -0.82 4.55
C3 1.48 -0.29 3.30
C4 2.54 0.03 2.46
C5 3.85 -0.16 2.89
C6 4.10 -0.68 4.15
P1 2.27 0.61 0.74
C7 3.42 2.00 0.63
C8 3.50 2.89 1.70
C9 4.37 3.96 1.64
C10 5.15 4.15 0.50
C11 5.03 3.30 -0.58
C12 4.15 2.24 -0.53
C13 3.05 -0.83 -0.06
C14 4.40 -0.94 -0.37
C15 4.88 -2.13 -0.88
C16 4.04 -3.22 -1.04
C17 2.70 -3.12 -0.71
C18 2.19 -1.92 -0.23
Si1 0.35 -1.55 0.09
C19 -0.66 -2.36 -1.33
C20 -0.96 -3.71 -1.43
C21 -1.77 -4.19 -2.44
C22 -2.29 -3.32 -3.38
C23 -2.01 -1.96 -3.30
C24 -1.19 -1.48 -2.29
P2 -0.84 0.30 -2.05
C25 -1.82 1.07 -3.39
C26 -1.35 1.04 -4.71
C27 -2.08 1.62 -5.72
C28 -3.28 2.26 -5.43
C29 -3.76 2.27 -4.13
C30 -3.04 1.67 -3.12
C31 0.84 0.60 -2.71
C32 1.70 -0.40 -3.14
C33 2.94 -0.05 -3.66
C34 3.31 1.28 -3.75
C35 2.45 2.28 -3.30
C36 1.22 1.94 -2.78
C37 -0.30 -2.27 1.74
C38 0.28 -3.25 2.53
C39 -0.26 -3.57 3.76
C40 -1.42 -2.94 4.20
C41 -2.04 -1.99 3.41
C42 -1.47 -1.63 2.20
P3 -2.16 -0.42 1.02
C43 -2.44 1.22 1.78
C44 -2.53 1.55 3.13
C45 -2.80 2.86 3.50
C46 -2.97 3.85 2.53
C47 -2.85 3.54 1.19
C48 -2.56 2.23 0.81
C49 -3.86 -1.05 0.87
C50 -4.02 -2.23 0.15
C51 -5.28 -2.79 0.01
C52 -6.37 -2.17 0.59
C53 -6.22 -0.99 1.30
C54 -4.96 -0.42 1.44
H1 3.23 -1.43 5.96
H2 0.91 -1.09 5.20
H3 0.46 -0.11 2.98
H4 4.68 0.09 2.24
H5 5.11 -0.82 4.48
H6 2.89 2.73 2.58
H7 4.46 4.64 2.47
H8 5.85 4.97 0.47
H9 5.63 3.46 -1.47
H10 4.03 1.58 -1.38
H11 5.07 -0.11 -0.21
H12 5.92 -2.21 -1.15
H13 4.43 -4.15 -1.43
H14 2.04 -3.97 -0.82
H15 -0.57 -4.39 -0.68
H16 -2.01 -5.24 -2.49
H17 -2.93 -3.68 -4.16
H18 -2.43 -1.29 -4.03
H19 -0.41 0.55 -4.93
H20 -1.72 1.59 -6.73
H21 -3.84 2.74 -6.22
H22 -4.70 2.76 -3.90
H23 -3.43 1.66 -2.11
H24 1.41 -1.44 -3.10
H25 3.62 -0.82 -4.00
H26 4.28 1.55 -4.16
H27 2.75 3.31 -3.36
H28 0.54 2.71 -2.44
H29 1.17 -3.76 2.17
H30 0.21 -4.32 4.38
H31 -1.84 -3.21 5.16
H32 -2.98 -1.54 3.73
H33 -2.40 0.79 3.89
H34 -2.88 3.12 4.54
H35 -3.19 4.86 2.83
H36 -2.97 4.30 0.43
H37 -2.49 1.97 -0.25
H38 -3.15 -2.70 -0.30
H39 -5.40 -3.70 -0.55
H40 -7.35 -2.62 0.50
H41 -7.07 -0.51 1.75
H42 -4.85 0.50 1.98
O1 -0.08 3.98 1.57
N1 0.18 2.89 1.15
O2 0.18 1.87 1.88
O3 0.41 2.67 -0.06

Computed properties:
Maximum force ... 5.42 eV/Å
Expectation value of S² ... 0.759
Frontier orbital gap (spin up / spin down) ... 7.45 / 7.40 eV
2S+1 ... 2
Net charge ... +1
Relative energy (zero: lowest compared OMol25 entry of this formula, charge and spin) ... 28.3 kcal/mol


# 9
Entry from the Open Molecules 2025 dataset: a structure of composition C18H17BaN2O2Te in a non-equilibrium geometry (ωB97M-V/def2-TZVPD).

Atoms and positions in Å:
Ba1 1.89 -0.54 -1.93
C1 5.29 -3.30 -0.70
C2 4.18 -2.32 -0.42
O1 3.65 -1.74 -1.47
C3 3.80 -2.10 0.88
C4 2.75 -1.19 1.34
C5 2.48 -1.08 2.81
N1 2.05 -0.50 0.50
N2 1.04 0.33 1.02
C6 0.61 1.18 0.12
O2 1.11 1.34 -1.08
C7 -0.56 2.04 0.55
C8 -1.17 2.92 -0.35
C9 -2.26 3.69 0.05
C10 -2.76 3.59 1.34
C11 -2.15 2.71 2.24
C12 -1.06 1.95 1.84
H1 5.69 -3.13 -1.71
H2 4.91 -4.33 -0.66
H3 6.10 -3.21 0.03
H4 4.34 -2.65 1.64
H5 3.14 -1.74 3.38
H6 1.44 -1.34 3.03
H7 2.62 -0.05 3.15
H8 -0.77 2.98 -1.36
H9 -2.74 4.36 -0.67
H10 -3.61 4.19 1.66
H11 -2.52 2.63 3.25
H12 -0.59 1.25 2.52
Te1 -0.41 -2.69 -2.10
C13 -2.03 -1.32 -1.90
C14 -2.85 -0.98 -2.99
C15 -3.94 -0.12 -2.84
C16 -4.24 0.43 -1.59
C17 -3.44 0.11 -0.50
C18 -2.35 -0.75 -0.65
H13 -2.64 -1.41 -3.96
H14 -4.56 0.13 -3.69
H15 -5.08 1.11 -1.47
H16 -3.65 0.54 0.48
H17 -1.72 -0.98 0.21

Computed properties:
Maximum force ... 4.74 eV/Å
Frontier orbital gap ... 5.89 eV
Net charge ... -1
Relative energy (zero: lowest compared OMol25 entry of this formula, charge and spin) ... 25.0 kcal/mol


Please write out number 2 again, unchanged.
Entry from the Open Molecules 2025 dataset: a structure of composition C27H25N8O4SSn (ωB97M-V/def2-TZVPD).

Atoms and positions in Å:
Sn1 -0.55 0.85 1.06
O1 0.50 -0.54 5.09
C1 0.41 -0.51 3.87
O2 -0.45 0.17 3.20
C2 1.40 -1.38 3.09
C3 2.53 -1.86 3.79
C4 3.48 -2.55 3.11
C5 3.27 -2.85 1.74
C6 4.24 -3.54 0.97
C7 3.98 -3.83 -0.34
C8 2.72 -3.53 -0.89
C9 1.73 -2.89 -0.17
C10 2.05 -2.45 1.16
N1 1.17 -1.66 1.84
H1 2.61 -1.64 4.85
H2 4.39 -2.90 3.59
H3 5.18 -3.80 1.43
H4 4.73 -4.32 -0.95
H5 2.50 -3.82 -1.91
H6 0.44 -2.63 -1.85
N2 1.59 6.22 -2.23
C11 0.77 5.10 -2.31
C12 1.33 3.83 -2.49
C13 0.52 2.72 -2.61
C14 -0.86 2.86 -2.58
C15 -1.44 4.12 -2.42
C16 -0.62 5.23 -2.29
S1 -1.86 1.40 -2.59
O3 -1.00 0.33 -3.06
O4 -3.08 1.63 -3.31
N3 -2.07 1.09 -1.00
C17 -3.04 1.64 -0.25
N4 -2.96 1.25 1.07
C18 -3.91 1.65 1.91
C19 -4.96 2.44 1.50
C20 -4.91 2.88 0.18
N5 -3.97 2.52 -0.68
H7 2.54 6.03 -1.93
H8 1.19 7.01 -1.77
H9 2.41 3.73 -2.51
H10 0.93 1.73 -2.74
H11 -2.52 4.20 -2.39
H12 -1.06 6.21 -2.17
H13 -3.81 1.30 2.93
H14 -5.74 2.74 2.18
H15 -5.65 3.57 -0.20
C21 -0.25 -5.11 -1.16
C22 -0.65 -3.83 -0.42
C23 -2.03 -3.37 -0.91
C24 -0.72 -4.11 1.08
C25 0.37 -2.70 -0.76
H16 -0.93 -5.93 -0.90
H17 0.76 -5.41 -0.90
H18 -0.30 -4.96 -2.24
H19 -2.75 -4.18 -0.83
H20 -1.98 -3.02 -1.94
H21 -2.38 -2.53 -0.30
H22 -1.53 -4.82 1.28
H23 -0.92 -3.20 1.64
H24 0.21 -4.55 1.45
H25 -0.06 -1.76 -0.41
N6 -0.05 3.06 1.42
C26 0.83 3.82 1.26
N7 1.66 4.77 1.17
C27 2.80 4.91 0.54
N8 3.80 5.15 0.01

Computed properties:
Maximum force ... 0.75 eV/Å
Frontier orbital gap ... 7.88 eV
Net charge ... -1
Relative energy (zero: lowest compared OMol25 entry of this formula, charge and spin) ... 0.0 kcal/mol


What is the formula in the ninth record?
C18H17BaN2O2Te


Which formula does entry 6 have?
C5H10N